(1)
The following is a DFT calculation (wB97M-V/def2-TZVPD) of a structure of composition C39H47Ge2N3O2TeTi in a non-equilibrium geometry.

Element x y z (Å)
H 5.784 -0.665 -2.908
C 2.425 -4.549 0.278
H -3.625 0.600 2.954
C 1.068 -0.286 3.704
C 3.060 2.656 -1.360
H -1.030 2.794 -1.894
H -0.606 1.475 -2.939
H 4.243 -1.169 -2.192
C -4.109 -0.574 -0.929
H -4.478 0.365 -1.353
H 0.296 1.361 4.917
C 1.755 0.300 -3.327
C -1.725 -2.256 2.027
H -4.215 -0.484 0.155
C 4.720 -0.427 -2.834
H -0.861 0.060 4.665
H -3.423 2.595 -2.543
H -1.343 -4.011 -3.448
C -0.588 -2.364 -4.669
C -5.120 3.237 0.577
C 0.808 -0.863 -3.465
C 4.528 0.943 -2.253
H 1.096 2.379 -0.522
H 0.333 3.609 3.219
H 0.465 -0.157 5.810
C -2.656 -0.846 -1.326
H 2.402 2.238 3.178
H 2.353 -5.681 2.724
H -2.492 2.441 -4.020
H 2.798 -3.610 -0.127
C 0.608 -4.779 3.596
C -5.334 1.827 2.501
H -5.918 1.452 3.335
H 0.404 -0.624 -5.536
H 6.604 1.441 -2.317
C -0.131 -2.659 -2.356
H 4.277 -0.487 -3.833
H 2.131 -0.189 3.941
C -0.231 -3.354 -1.029
N 0.339 -2.649 -0.040
O -0.777 -4.459 -0.979
C -5.882 2.774 1.643
C 3.246 1.379 -1.890
C 1.445 -4.290 1.385
C 1.846 2.379 2.242
H -5.529 3.979 -0.101
H 2.602 2.467 1.459
H 0.299 3.712 1.472
C -1.903 1.279 1.005
H -1.081 -2.672 -5.584
C 5.610 1.791 -2.054
H -1.170 -3.727 4.174
Te 3.356 -0.894 0.963
H 1.728 4.023 -0.380
H -1.426 1.730 2.969
Ti 1.212 -0.690 -0.469
C 0.201 0.270 4.833
C 0.213 -1.230 -4.662
H -6.889 3.144 1.802
C 0.972 3.630 2.329
C 0.407 -3.356 1.205
C -3.271 1.800 1.218
C -1.044 1.297 2.031
H -4.783 -1.375 -1.256
H 1.569 4.551 2.373
C -0.752 -3.108 -3.506
N 2.145 0.484 -2.059
H -2.660 -2.825 2.042
H -1.674 -1.710 1.093
C -4.048 1.350 2.293
C 4.166 3.479 -1.167
H 0.697 -5.316 4.535
H -1.762 -1.517 2.832
C 5.439 3.053 -1.505
H -3.251 3.110 -0.466
H 0.895 -1.353 3.566
H -2.374 -1.843 -0.980
H 6.295 3.697 -1.337
O 2.109 0.899 -4.348
H -3.154 1.009 -3.236
C 1.682 3.146 -1.027
C -0.550 -3.175 2.203
H 3.277 -5.125 0.648
H 4.017 4.463 -0.734
N 0.587 -1.537 -2.350
C -2.677 1.975 -3.044
C -3.838 2.750 0.366
H 1.941 -5.113 -0.525
Ge 0.861 0.655 1.955
C -0.429 -3.889 3.396
H 1.142 3.411 -1.940
C 1.536 -4.980 2.584
H -2.567 -0.881 -2.420
C -1.378 1.819 -2.241
Ge -1.244 0.468 -0.721

Atomic forces in eV per Å
0.0 0.0 0.0
0.0 -0.1 0.1
0.0 0.0 0.0
0.0 0.1 0.0
0.0 -0.1 0.0
0.0 0.0 0.1
0.0 0.0 0.1
0.0 0.0 0.0
0.0 0.0 0.0
0.0 0.0 0.0
0.0 -0.1 0.0
-0.1 -0.1 -0.1
0.0 0.0 0.1
0.0 0.0 -0.1
0.1 0.0 0.0
0.1 0.0 0.0
0.0 0.0 0.1
0.0 0.0 0.0
-0.1 0.0 -0.1
0.1 0.0 0.0
-0.1 0.4 -0.4
0.0 0.0 0.0
-0.1 -0.1 0.0
0.0 0.0 -0.1
0.0 0.0 -0.1
-0.1 0.0 0.0
0.0 0.0 -0.1
0.0 0.0 0.0
0.0 0.0 0.0
0.0 0.0 0.0
0.0 0.0 0.1
0.0 0.0 0.0
0.0 0.0 0.0
0.0 0.0 0.0
0.0 0.0 0.0
-0.1 0.1 -0.1
0.0 0.0 0.1
0.0 0.0 0.0
0.0 0.0 -0.1
0.1 0.2 0.0
0.0 -0.1 0.1
0.0 0.0 0.0
0.0 0.0 -0.1
0.0 0.1 0.0
0.1 -0.1 0.1
0.0 0.0 0.0
0.0 0.0 0.0
0.0 0.0 0.0
0.1 0.0 -0.1
0.0 0.0 0.0
0.0 0.0 0.0
0.0 0.0 0.0
-0.2 0.0 -0.3
0.0 0.0 -0.1
0.1 0.0 -0.1
0.7 0.0 1.2
0.0 0.0 0.0
0.1 -0.1 0.1
0.0 0.0 0.0
0.0 0.0 0.1
0.0 -0.1 -0.1
-0.1 0.0 0.0
0.0 0.0 0.1
0.0 0.0 0.0
0.0 -0.1 0.0
0.2 0.0 0.0
-0.1 0.1 0.2
0.0 0.0 0.0
0.0 0.0 -0.1
0.0 0.0 0.0
0.0 0.0 0.0
0.0 0.0 0.0
0.0 0.0 0.0
0.0 0.0 0.0
0.1 0.0 -0.1
0.0 0.0 0.0
0.0 0.0 0.0
0.0 0.0 0.0
0.1 0.1 0.0
0.1 0.1 0.0
0.0 0.1 -0.1
0.0 0.0 -0.1
-0.1 0.0 0.0
0.0 0.0 0.0
-0.2 -0.1 0.5
0.0 -0.1 0.0
-0.1 0.0 0.1
0.0 0.0 0.0
-0.4 -0.2 -0.8
0.0 0.0 0.0
0.0 0.0 0.0
0.1 0.0 0.0
0.0 0.0 0.0
-0.1 -0.1 0.0
0.1 -0.1 -0.2

Results
Relative energy (zero: lowest compared OMol25 entry of this formula, charge and spin) ... 0.331 eV
Spin multiplicity ... 1
Gap between HOMO and LUMO (spin up / spin down) ... 5.1725 / 5.1894 eV
Highest occupied orbital energy (spin up / spin down) ... -0.741 / -0.759 eV
Charge ... -2

(2)
The following is a DFT calculation (wB97M-V/def2-TZVPD) of the molecule C16H20F4N2O3.

Element x y z (Å)
C -3.000 -0.056 -0.784
H -3.704 -1.439 -2.257
H 4.808 0.520 -1.779
C 4.474 2.475 -0.911
C -4.671 0.766 0.753
O 3.576 0.354 -0.132
H -6.048 -1.398 -1.457
C 2.609 -0.105 -0.895
H -2.619 1.339 0.793
H -1.025 -1.379 0.444
O 2.593 -0.174 -2.091
C -1.573 -0.116 -1.241
C -5.615 -0.010 0.106
H 0.765 -1.146 -1.869
C -0.199 3.777 1.001
H -4.963 1.380 1.590
H 0.581 -0.053 1.768
O 1.329 1.954 -0.533
C 1.477 -0.744 -0.026
H 4.411 2.928 0.075
C -3.365 0.733 0.300
C 0.904 1.574 0.535
C -5.285 -0.808 -0.974
F 2.907 -1.319 1.832
C 0.330 2.480 1.602
F -6.893 0.016 0.540
H 3.544 2.666 -1.441
H 1.144 2.700 2.300
N 0.925 0.256 0.871
C -0.868 -1.347 -0.636
H 5.555 0.742 -0.164
H -1.527 -0.193 -2.329
N 0.554 -1.400 -0.906
H -1.045 0.790 -0.946
H 0.574 4.247 0.400
C -3.974 -0.824 -1.411
H -1.053 3.580 0.358
F 2.840 -2.703 0.187
C 4.692 0.975 -0.791
C 2.114 -1.828 0.878
F 1.166 -2.523 1.528
H -1.307 -2.254 -1.061
H -0.504 4.463 1.787
H 5.299 2.920 -1.458
H -0.452 1.957 2.156

Atomic forces in eV per Å
0.1 0.1 -0.1
0.0 -0.1 -0.1
0.1 0.0 0.2
-0.1 -0.4 0.1
-0.3 -0.1 0.0
0.2 0.1 0.3
-0.1 0.0 0.0
-0.4 -0.6 -0.1
0.1 0.1 0.1
-0.1 0.0 -0.1
0.2 0.1 -0.1
0.1 -0.3 0.3
0.1 0.0 0.0
0.1 0.0 0.2
0.1 -0.1 0.1
-0.1 0.1 0.1
0.0 0.1 -0.1
-0.1 0.4 -0.3
0.1 0.0 0.0
0.0 0.1 0.1
0.0 -0.1 -0.1
-0.3 -0.2 0.6
-0.2 0.1 0.2
0.1 0.1 0.1
0.0 0.3 -0.2
0.1 0.0 0.0
0.0 0.1 -0.1
0.0 -0.1 0.1
0.1 -0.4 -0.1
0.0 0.1 0.0
-0.1 0.0 -0.1
0.1 0.1 0.0
0.2 0.2 -0.4
0.0 0.0 -0.1
0.0 0.1 0.0
0.0 0.1 0.1
-0.1 0.0 -0.1
0.0 0.1 -0.3
0.3 0.2 -0.3
0.3 -0.1 0.3
-0.4 0.0 0.0
-0.1 0.0 0.2
0.0 0.1 0.0
0.1 0.1 0.0
0.1 -0.1 0.1

Results
Relative energy (zero: lowest compared OMol25 entry of this formula, charge and spin) ... 0.107 eV
Spin multiplicity ... 1
Gap between HOMO and LUMO ... 9.5476 eV
Highest occupied orbital energy ... -8.966 eV
SMILES ... CCOC(=O)[C@](NCCc1ccc(F)cc1)(NC(=O)CC)C(F)(F)F
Charge ... 0

(3)
The following is a DFT calculation (wB97M-V/def2-TZVPD) of the molecule CH2FIS in a non-equilibrium geometry.

Element x y z (Å)
S 0.475 -0.512 -1.242
F -0.920 0.875 0.419
C 0.326 0.327 0.352
H 1.083 1.278 0.359
I -1.602 -1.660 -1.046
H 0.638 -0.308 1.158

Atomic forces in eV per Å
-0.1 0.0 0.1
-0.2 0.0 0.9
2.3 3.1 -1.2
-1.5 -2.4 -0.3
0.1 -0.3 -0.2
-0.7 -0.4 0.6

Results
Relative energy (zero: lowest compared OMol25 entry of this formula, charge and spin) ... 0.099 eV
Spin multiplicity ... 1
Gap between HOMO and LUMO ... 8.3005 eV
Highest occupied orbital energy ... -8.979 eV
SMILES ... FCSI
Charge ... 0

> What is the formula in the second record?

C16H20F4N2O3

> Which value of charge does entry 2 give?

0